Below is a single C4H8O molecule at a distorted geometry, with properties calculated with the ωB97M-V functional and the def2-TZVPD basis.

Calculated values
SMILES string: CC[C@H]1CO1
Frontier orbital gap (eV): 10.81
Lowest unoccupied orbital energy (eV): 1.11

The geometry in XYZ format:
```
13
Properties=species:S:1:pos:R:3:forces:R:3
C 1.015819 -0.698412 -1.288523 -1.5611 -0.7624 -1.3109
C -0.138283 0.141015 -0.729833 -2.1943 0.4710 -0.2430
C -0.512461 -0.155241 0.669439 0.0248 0.0388 0.0226
C -0.314836 0.821903 1.727482 0.2451 0.1685 0.3416
O -1.589752 0.638400 1.121297 -0.3841 0.0882 0.4305
H 1.781395 -0.225571 -1.917405 -0.4708 0.0253 0.4627
H 1.390558 -1.561817 -0.722080 -0.2919 0.5747 0.0437
H 0.071993 -0.941598 -1.838562 2.9716 -2.4120 -1.8960
H -1.146753 -0.180387 -1.348119 1.7406 1.2366 1.6197
H -0.029184 1.190800 -0.976287 0.0061 0.3064 0.4786
H -0.576964 -1.220968 0.916500 0.0165 0.2843 0.0272
H -0.245073 0.490345 2.760076 0.0016 0.0801 -0.0485
H 0.190838 1.755789 1.484444 -0.1041 -0.0996 0.0716
```
Positions in Å, forces in eV/Å.

=====

Below is a molecular structure, C31H44BrN3OP2V at a distorted geometry, with properties calculated with the ωB97M-V functional and the def2-TZVPD basis.

Calculated values
Total charge: +2
Spin multiplicity: 4
Frontier orbital gap (alpha / beta) (eV): 6.14 / 5.19
Lowest unoccupied orbital energy (alpha / beta) (eV): -7.47 / -8.58

The geometry in XYZ format:
```
83
Properties=species:S:1:pos:R:3:forces:R:3
C 3.051894 4.866080 -1.486082 -0.0433 -0.3161 -0.1645
C 1.908259 4.405289 -2.170172 1.2974 -0.1819 -0.4773
C 1.971852 4.146181 -3.548834 0.3064 -0.1289 0.1447
C 3.175881 4.439058 -4.197648 -0.5196 0.1000 0.5617
N 4.234644 4.958398 -3.565976 0.0220 -0.1516 -0.1752
C 4.193646 5.144000 -2.244139 -0.7837 -0.1432 0.0045
C 0.749715 4.041227 -1.471516 -0.7045 0.0521 0.3061
C -0.278687 3.739788 -0.922220 -0.2901 0.5950 0.1574
C -1.303277 3.168283 -0.139443 0.5301 -1.0381 -0.1854
C -0.764382 2.329734 0.887758 -0.8521 0.7795 0.7024
C -1.648955 1.450645 1.548567 -1.3548 0.7145 -0.2543
C -2.806772 1.118553 0.749367 -1.3564 2.7311 -0.4202
C -3.510963 2.136065 -0.014162 1.3770 0.1251 -0.0854
C -2.707248 3.243122 -0.445008 -0.3809 -1.6959 1.1411
V -1.924402 -0.603625 1.015789 2.9695 -2.0716 -2.6180
P 0.986110 -0.587964 -0.198058 2.0578 0.5205 -0.5307
H 1.142818 3.624559 -4.056379 0.4693 0.6350 0.2042
H 3.072147 4.904912 -0.387643 -0.1086 0.2918 -0.6232
H 3.233872 4.242550 -5.264834 0.3545 0.1348 0.1145
H 5.082045 5.529307 -1.747549 -0.0453 -0.0884 -0.2663
H -3.120476 4.109724 -0.985125 0.2604 -0.7647 0.0484
H 0.291062 2.523152 1.213671 -1.2599 -0.2269 -0.2159
H -4.581526 2.017037 -0.289711 1.0131 0.0709 0.1429
H -1.710802 1.214987 2.628455 0.4200 0.1404 -0.8662
C 1.911717 -2.201528 -0.113988 -0.7142 -0.2210 0.5790
C 3.121738 -2.610472 -0.948307 0.3366 0.0819 -0.1762
H 1.143842 -2.980940 -0.217266 0.1100 0.0418 0.1559
H 2.214107 -2.208863 0.941167 -0.1143 -0.2442 0.0168
H 3.381290 -3.645425 -0.683709 -0.0848 0.2722 -0.0885
H 2.958641 -2.586020 -2.029036 -0.1506 0.0382 0.1209
H 4.004890 -2.002441 -0.734452 -0.1765 -0.0092 -0.0452
C 1.278666 0.022503 -1.949493 -1.1221 -0.3615 0.0935
C 2.616203 0.464959 -2.524530 0.4916 -0.0331 0.1037
H 0.580348 0.861134 -2.045645 -0.1540 -0.0366 -0.1303
H 0.888258 -0.791491 -2.570382 -0.0504 0.2341 -0.0578
H 2.479338 0.683892 -3.592516 0.0207 -0.0310 0.2735
H 3.014102 1.369931 -2.058374 -0.1543 -0.0187 0.0090
H 3.391150 -0.299321 -2.446816 -0.1092 0.0107 -0.0198
C 2.174671 0.586410 0.651584 -0.9670 -0.0803 0.1195
C 3.678518 0.412022 0.713167 0.2672 -0.0206 -0.1614
H 1.789588 0.666571 1.673135 0.1903 0.2330 -0.0611
H 1.945607 1.519552 0.121419 0.0415 0.1372 0.2728
H 4.063581 1.244692 1.309889 0.1655 -0.2051 -0.0405
H 4.005498 -0.523853 1.170042 -0.1382 0.0686 0.0723
H 4.138859 0.474592 -0.271565 -0.0043 -0.0233 0.0344
Br -4.285460 -0.806461 1.192350 -0.6528 0.7445 0.5739
P -1.804763 -1.855384 -1.598104 -1.4825 0.0738 0.4527
C -0.716956 -2.793609 -2.789555 0.3189 0.2140 0.3183
C -1.303056 -4.100926 -3.328243 -0.1797 -0.2375 -0.1006
H 0.167283 -2.994936 -2.156434 -0.1640 -0.0886 -0.5333
H -0.389330 -2.136917 -3.611954 -0.1824 -0.1147 0.3745
H -0.571909 -4.646736 -3.937767 -0.0234 0.2933 0.1419
H -1.574365 -4.772305 -2.507301 0.0062 0.0883 -0.2712
H -2.189212 -3.949415 -3.960756 0.2462 0.0790 0.2500
C -2.835947 -3.230546 -0.813444 -0.3462 -0.2274 -0.3419
C -4.220924 -3.453579 -1.456274 -0.4856 -0.1437 -0.0284
H -3.011017 -2.907218 0.225777 0.0650 -0.2657 -0.2147
H -2.275944 -4.189820 -0.734075 -0.1420 0.7877 -0.1645
H -4.871595 -4.094244 -0.830970 0.4511 0.2440 -0.1766
H -4.744920 -2.492883 -1.554514 0.0968 -0.2180 -0.0072
H -4.207105 -3.918772 -2.459680 0.3185 0.2507 0.5037
C -2.888495 -0.647788 -2.575397 0.3717 -0.3080 0.0435
C -3.300308 -1.049825 -3.992595 -0.2430 0.0377 -0.1868
H -2.225991 0.234841 -2.615181 -0.1910 -0.1722 -0.0444
H -3.764514 -0.325139 -1.976742 0.4669 -0.4072 -0.0866
H -3.839980 -0.226692 -4.483382 0.1421 -0.1826 0.1939
H -2.432740 -1.267368 -4.627430 -0.1622 -0.0597 0.1998
H -3.973920 -1.915811 -3.993871 0.2352 0.1618 -0.0010
N 0.717233 0.007410 7.395067 -0.3181 0.9329 -0.5892
C 0.293703 -1.182012 6.869197 0.6092 -0.4286 2.2546
O 0.213292 -2.161934 7.599745 -0.3266 0.4909 -1.6115
C 0.050839 -1.200542 5.385759 0.0393 -0.7494 -0.9104
C 0.404875 -0.138089 4.565005 -0.6452 -0.4143 -0.0682
C -0.009180 -0.144481 3.235838 -0.7903 0.1395 1.1985
N -0.787819 -1.139011 2.693790 1.4091 -0.0550 1.3069
C -0.882102 -2.321552 3.414625 0.1978 1.8192 -0.0285
C -0.489739 -2.338281 4.750476 -0.2293 -0.2053 0.0985
H 0.782554 0.101426 8.401948 -0.0071 -0.4257 -0.1927
H 0.603070 0.899442 6.917174 0.0363 -0.6039 0.2238
H 0.817715 0.771702 4.982547 0.3139 -0.1608 -0.3157
H 0.117429 0.865266 2.804775 -0.0590 -1.3851 -0.4748
H -1.327828 -3.183275 2.898026 0.0857 0.4896 0.4270
H -0.693444 -3.231601 5.331638 0.1592 0.0897 0.0710
```
Positions in Å, forces in eV/Å.

=====

Below is a molecular structure, C18H17IrN3O9S2 at a distorted geometry, with properties calculated with the ωB97M-V functional and the def2-TZVPD basis.

Calculated values
Spin multiplicity: 2
Frontier orbital gap (alpha / beta) (eV): 6.00 / 6.40
Lowest unoccupied orbital energy (alpha / beta) (eV): -3.27 / -2.88

The geometry in XYZ format:
```
50
Properties=species:S:1:pos:R:3:forces:R:3
Ir 0.139040 0.079854 1.629198 0.9474 -0.9554 0.6163
O -2.266060 -0.578246 1.365498 0.5224 0.5824 0.1814
C -2.345160 -1.774446 0.603998 -0.0573 -0.7864 -0.3373
C -1.534560 -2.850946 1.327998 -0.5609 0.4122 -0.0136
N -0.114060 -2.510046 1.445998 -0.1266 1.1023 -0.1652
C 0.440040 -2.899146 2.719798 -0.1457 0.4252 1.4730
C -0.177260 -2.055046 3.912098 1.3877 -3.9427 -1.3276
O -0.386760 -2.649746 4.945498 -0.2972 0.7538 0.3177
O -0.365160 -0.846346 3.644398 -0.0466 4.3250 -1.7439
C 0.722240 -2.875546 0.334098 0.9274 0.6270 -0.7282
C 1.844440 -1.783946 0.007698 -1.7311 -2.9049 -1.5842
O 2.468340 -1.959446 -1.012702 0.2786 0.3385 0.3540
O 1.976140 -0.891546 0.879798 -0.7425 3.1191 2.5261
H -2.565860 0.166354 0.829098 -0.1054 -0.0366 -0.1020
H -3.397160 -2.088946 0.536498 0.2653 -0.0154 0.0518
H -1.949960 -1.608346 -0.402102 -0.1378 -0.0116 0.1900
H -1.934160 -2.935446 2.341398 0.0000 -0.1213 -0.0744
H -1.668760 -3.811346 0.810998 0.0795 0.1264 0.1304
H 0.262540 -3.955946 2.948498 0.0579 0.0641 -0.1525
H 1.511340 -2.691346 2.737198 0.0053 -0.1029 -0.1658
H 1.285540 -3.795646 0.527498 -0.1998 -0.0218 0.0147
H 0.147740 -2.993546 -0.583102 -0.0364 -0.0212 0.1236
O -0.560860 2.303254 1.379598 -0.9517 -3.0201 -0.5966
N 0.141640 3.274354 1.855698 1.7754 1.0777 1.5229
C -0.133060 4.529454 1.450398 -0.2294 0.3378 -0.2544
C 0.522540 5.618054 1.968698 0.1547 -0.1284 0.1682
C 1.504840 5.429054 2.942598 -0.3068 -0.1702 -0.2258
C 1.803640 4.145954 3.328198 -0.1083 -0.2457 -0.1123
C 1.131740 3.053954 2.766998 -0.4208 0.4776 -0.6098
S 1.555640 1.455354 3.214398 -0.9301 -1.8504 -1.3805
H -0.901960 4.601054 0.696098 -0.0099 -0.0958 -0.0015
H 0.275040 6.606854 1.619498 -0.0938 0.0087 -0.0980
H 2.024340 6.268454 3.374798 0.0640 0.0708 0.0358
H 2.564340 3.933754 4.060498 0.1399 0.0083 0.0823
O -0.051260 2.930554 -3.826402 -0.1109 -0.0843 0.0660
S 0.845240 1.863554 -3.478902 -0.4609 -0.2527 0.0286
O 2.222540 2.029854 -3.820902 0.1251 -0.2753 0.1431
N 0.640540 1.486254 -1.877402 0.3051 0.5683 0.2509
C 0.049840 0.352854 -1.700202 0.6920 0.7827 -2.3296
O -0.348260 -0.156546 -0.627302 -0.0001 -0.3899 3.3765
C -0.218160 -0.408046 -2.973802 -0.1365 -0.2541 0.0420
C -0.790060 -1.660846 -3.108602 0.0452 0.1537 -0.0301
C -0.973260 -2.173846 -4.384802 -0.0415 -0.0438 0.0494
C -0.594760 -1.442546 -5.501402 0.0698 0.0667 0.0147
C -0.005760 -0.188946 -5.362002 0.0193 0.0951 -0.1669
C 0.176440 0.303554 -4.091902 0.0929 0.2431 0.6377
H -1.088560 -2.231246 -2.242502 -0.0221 -0.0286 0.0572
H -1.420560 -3.151046 -4.503902 -0.0043 -0.0279 -0.0544
H -0.756960 -1.856046 -6.486202 0.0223 0.0124 -0.0678
H 0.292640 0.391754 -6.220602 0.0376 0.0084 -0.1320
```
Positions in Å, forces in eV/Å.

=====

| no. | E (eV) |
| --- | --- |
| 1 | -6321.856 |
| 2 | -153666.725 |
| 3 | -66343.125 |